Entry 1:
15
Properties=species:S:1:pos:R:3 method="wB97M-V/def2-TZVPD" total_charge=0 e_above_lowest_kj_mol=177.7 max_force_ev_per_a=8.2 homo_lumo_gap_ev="7.94 / 7.94" homo_ev="-8.267 / -8.267" smiles="CCN=P(Cl)(Cl)C(Cl)(Cl)Cl"
C 2.3755 0.2137 -0.4672
C 1.5869 0.0927 0.7989
C -2.6246 0.4930 -0.1643
N 0.2819 0.3782 0.7080
P -1.0947 -0.6585 -0.1256
Cl -4.0114 -0.4338 -0.5151
Cl -2.7127 1.2184 1.4020
Cl -2.2474 1.6767 -1.4112
Cl -1.4184 -1.6585 -1.8997
Cl -1.4272 -2.0295 1.2512
H 2.3080 -0.6724 -1.0683
H 1.9628 1.0830 -0.9736
H 3.4230 0.4722 -0.2911
H 1.8011 0.8574 1.5130
H 1.7971 -1.0326 1.2431

***

Entry 2:
18
Properties=species:S:1:pos:R:3 method="wB97M-V/def2-TZVPD" total_charge=0 e_above_lowest_kj_mol=40.8 max_force_ev_per_a=0.3 homo_lumo_gap_ev=10.02 homo_ev=-9.125 smiles="CCN(C)C(C)=O"
C -2.2233 0.5314 -0.4078
C -1.3552 -0.6204 0.0850
N 0.0530 -0.2829 0.2469
C 0.4268 0.6624 1.2843
C 0.8937 -0.5526 -0.8050
O 0.4785 -0.9532 -1.8822
C 2.3817 -0.4089 -0.5440
H -3.2349 0.1737 -0.6279
H -1.8012 0.9509 -1.3257
H -2.3059 1.3288 0.3400
H -1.3906 -1.4410 -0.6334
H -1.7242 -0.9990 1.0474
H -0.4249 0.8026 1.9540
H 1.2715 0.3104 1.8859
H 0.6862 1.6459 0.8701
H 2.8908 -1.0158 -1.2939
H 2.6567 -0.7591 0.4556
H 2.7212 0.6269 -0.6493

***

Entry 3:
117
Properties=species:S:1:pos:R:3 method="wB97M-V/def2-TZVPD" total_charge=+2 e_above_lowest_kj_mol=0.0 max_force_ev_per_a=7.8 homo_lumo_gap_ev=2.49 homo_ev=-10.684
O -0.4015 -0.2970 -0.1699
H -0.6842 0.5984 -0.4183
C -0.4464 1.4152 2.7564
C -0.2534 2.9395 3.0331
C 1.2160 3.3688 3.2225
C 1.9460 3.4304 1.8968
C 1.2699 4.5592 1.1088
C -0.1420 4.1757 0.6781
N -0.9366 3.7291 1.9148
O -2.2517 3.5342 1.7814
C -0.2191 3.0404 -0.2893
C -0.8598 5.4112 0.1565
C -0.9954 3.3197 4.2938
H -0.2033 0.8194 3.6401
H 0.1761 0.9145 2.0132
H -1.4564 1.0291 2.6182
H 1.7875 2.6727 3.8375
H 1.3108 4.3570 3.6725
H 1.8675 2.4480 1.4346
H 2.9798 3.7110 2.1005
H 1.8936 4.9298 0.2940
H 1.3201 5.4481 1.7410
H 0.1064 2.0478 0.0230
H 0.4414 3.2361 -1.1371
H -1.2331 2.8681 -0.6493
H -1.7397 5.1401 -0.4280
H -0.1643 5.9019 -0.5234
H -1.2954 6.0594 0.9161
H -0.8907 2.6745 5.1652
H -2.0772 3.2838 4.1517
H -0.8574 4.3621 4.5824
C -4.3927 -0.0429 1.6754
C -3.7433 -0.2239 0.2995
C -4.7560 -0.2840 -0.8747
N -4.1072 -0.1313 -2.2369
C -3.0978 -1.2757 -2.5318
C -5.2444 -0.2152 -3.3186
C -4.8045 0.6768 -4.4998
C -3.4795 1.2799 -4.1225
C -3.4606 1.2585 -2.5764
H -3.6134 0.0173 2.4360
H -5.0219 -0.8846 1.9632
H -4.9242 0.9079 1.7134
H -3.2897 -1.2103 0.1927
H -2.9803 0.5038 0.0248
H -5.5116 0.5006 -0.8995
H -5.1609 -1.2959 -0.8837
H -2.2130 -0.9164 -2.0040
H -2.9423 -1.4678 -3.5909
H -3.5113 -2.1546 -2.0393
H -5.4863 -1.2472 -3.5700
H -6.1168 0.1587 -2.7835
H -4.7546 0.1498 -5.4523
H -5.5787 1.4247 -4.6716
H -2.6083 0.7832 -4.5500
H -3.4030 2.3099 -4.4707
H -2.4638 1.1328 -2.1548
H -4.0916 2.0274 -2.1330
C 7.1958 2.2855 -0.6866
C 5.7339 2.0568 -0.3664
C 5.3712 0.5555 -0.3206
N 3.9883 0.2976 0.3030
C 2.8278 1.0105 -0.4712
C 3.9399 0.5559 1.8284
C 4.7369 -0.5733 2.4304
C 4.4854 -1.7729 1.5768
C 3.7910 -1.2369 0.3482
H 7.4793 1.5310 -1.4214
H 7.8107 2.0066 0.1709
H 7.3914 3.3192 -0.9631
H 5.1627 2.3789 -1.2394
H 5.3358 2.5880 0.4988
H 6.0470 -0.0049 0.3248
H 5.4011 0.2221 -1.3569
H 2.8673 0.5710 -1.4666
H 3.1668 2.0422 -0.4114
H 1.9385 0.7384 0.0963
H 2.8870 0.4699 2.0973
H 4.3120 1.5422 2.1006
H 4.5123 -0.7054 3.4898
H 5.8061 -0.3774 2.5214
H 3.8778 -2.5538 2.0321
H 5.4418 -2.1929 1.2659
H 2.6986 -1.2465 0.3685
H 3.9639 -1.6445 -0.6478
C -1.8760 -4.3092 -3.2282
C -1.1987 -4.6548 -1.9616
C -1.4252 -3.6572 -0.8410
N -0.4566 -4.0760 0.3364
C 0.9683 -3.7516 -0.0579
C -0.6861 -5.4564 1.0078
C -0.1066 -5.3906 2.3890
C -0.4248 -3.9616 2.8148
C -0.8236 -3.2000 1.5633
H -1.7513 -5.0102 -4.0530
H -1.6454 -3.2949 -3.5552
H -2.9648 -4.3420 -3.1347
H -0.1301 -4.7579 -2.1594
H -1.4769 -5.6723 -1.6802
H -2.4089 -3.8202 -0.4010
H -1.2003 -2.6361 -1.1480
H 1.5929 -3.7322 0.8353
H 0.9713 -2.8093 -0.6048
H 1.4176 -4.5498 -0.6481
H -0.2466 -6.1535 0.2952
H -1.7666 -5.6016 1.0249
H 0.8975 -5.8183 2.3565
H -0.4822 -6.1387 3.0888
H 0.3968 -3.4790 3.3441
H -1.2833 -3.8620 3.4788
H -0.3033 -2.2558 1.4004
H -1.8981 -3.0483 1.4753
O 0.6294 -0.7021 -2.7193
C 0.2999 0.2484 -3.6393
O 0.2538 -0.0944 -4.8336
O 0.1190 1.4761 -3.3120
H 0.3884 -0.2607 -1.8927

***

Entry 4:
56
Properties=species:S:1:pos:R:3 method="wB97M-V/def2-TZVPD" total_charge=0 max_force_ev_per_a=4.3 homo_lumo_gap_ev="3.68 / 7.01" homo_ev="-3.592 / -6.936" multiplicity=4
V -0.0174 -0.0852 0.1309
C 0.8873 2.9868 0.0034
C 2.2973 2.4513 -0.1649
S 2.2367 0.6385 -0.1727
C 2.6127 0.2928 -1.9218
C 1.4147 0.5501 -2.8254
S -0.0096 -0.4069 -2.2300
C -1.3619 0.6528 -2.8262
C -2.6215 0.4019 -2.0044
S -2.3002 0.5640 -0.2199
C -2.3555 2.3677 -0.0390
C -1.5982 2.7621 1.2220
S 0.0534 1.9993 1.2775
H 0.3453 2.9136 -0.9431
H 0.9156 4.0398 0.3003
H 2.9210 2.7605 0.6814
H 2.7632 2.8511 -1.0707
H 2.9194 -0.7571 -1.9936
H 3.4726 0.8918 -2.2394
H 1.6440 0.2407 -3.8499
H 1.1831 1.6193 -2.8456
H -1.5512 0.4271 -3.8804
H -1.0747 1.7064 -2.7579
H -2.9908 -0.6139 -2.1854
H -3.4213 1.0885 -2.3009
H -3.3993 2.6888 0.0356
H -1.9228 2.8582 -0.9151
H -2.1475 2.4299 2.1104
H -1.5066 3.8508 1.2945
O -1.5824 -3.8413 -0.7185
C -0.8405 -2.9172 -0.4049
N -1.1087 -1.7560 0.1743
C -2.0459 -1.8572 1.2792
C -1.4603 -1.0168 2.3851
C -2.2047 -0.7238 3.5244
C -1.6194 0.0426 4.5282
C -0.3124 0.4876 4.3661
C 0.3563 0.1426 3.2021
N -0.1826 -0.5971 2.2170
C 0.6039 -2.9421 -0.6328
C 1.2486 -3.9240 -1.3661
C 2.6263 -3.8071 -1.5116
C 3.2826 -2.7297 -0.9161
C 2.5310 -1.8077 -0.1955
N 1.1995 -1.8851 -0.0385
H -3.0302 -1.4602 1.0040
H -2.1901 -2.8722 1.6708
H -3.2198 -1.0907 3.6151
H -2.1796 0.2867 5.4236
H 0.1756 1.0862 5.1238
H 1.3768 0.4588 3.0187
H 0.6797 -4.7332 -1.8048
H 3.1789 -4.5447 -2.0827
H 4.3544 -2.6074 -1.0095
H 2.9912 -0.9538 0.2892
H -0.0174 1.3924 -0.8114

***

Entry 5:
54
Properties=species:S:1:pos:R:3 method="wB97M-V/def2-TZVPD" total_charge=+1 e_above_lowest_kj_mol=71.9 max_force_ev_per_a=1.7 homo_lumo_gap_ev="6.41 / 6.41" homo_ev="-10.539 / -10.539"
W -0.2850 0.1258 -0.1586
N 2.2802 1.6932 -1.4197
C 1.5220 0.6275 -1.2657
S 1.1025 0.6041 1.4019
N 1.8271 -0.4897 -1.9500
N 0.8517 -1.2559 -1.4062
C 0.7455 -2.5294 -1.3930
C -0.1450 -2.9991 -0.3329
C -0.4058 -4.3331 -0.0848
C -1.1358 -4.6689 1.0484
C -1.5696 -3.6666 1.8982
C -1.2936 -2.3466 1.5792
N -0.6070 -2.0154 0.4802
H 2.1587 2.5031 -0.8384
H 3.0952 1.6385 -2.0125
H 1.3778 -3.1763 -1.9887
H -0.0308 -5.0889 -0.7598
H -1.3477 -5.7068 1.2675
H -2.1163 -3.8872 2.8032
H -1.6252 -1.5219 2.1946
C -3.2827 -2.4706 -2.6425
C -3.0861 -1.9515 -3.9162
C -2.3583 -0.7887 -4.0647
C -1.7977 -0.1872 -2.9418
N -1.8987 -0.7580 -1.7267
C -2.6673 -1.8431 -1.5816
C -1.2006 1.1596 -2.9156
C -1.2669 2.0204 -4.0130
C -0.8911 3.3437 -3.8886
C -0.4757 3.8200 -2.6496
C -0.3722 2.9608 -1.5695
C -0.7023 1.6078 -1.6881
H -3.9006 -3.3404 -2.4736
H -3.5249 -2.4324 -4.7802
H -2.2378 -0.3375 -5.0378
H -2.8027 -2.2053 -0.5715
H -1.6370 1.6672 -4.9663
H -0.9523 4.0088 -4.7385
H -0.2259 4.8666 -2.5282
H -0.0412 3.3535 -0.6135
C -4.9458 2.7149 0.2740
Si -3.7461 2.5478 1.6779
C -4.4341 1.7476 3.2012
C -2.6746 4.0324 1.9734
Se -2.2570 0.9055 0.9657
H -5.7199 3.4578 0.4809
H -5.4336 1.7574 0.0862
H -4.4170 3.0135 -0.6323
H -5.1807 2.3907 3.6738
H -3.6423 1.5563 3.9259
H -4.9137 0.8009 2.9494
H -3.2509 4.8845 2.3424
H -2.1869 4.3280 1.0433
H -1.9041 3.7985 2.7090